#one
Density functional theory data (ωB97M-V/def2-TZVPD) for the ion C10H17N2 with charge +1.

Each line ends with the Mulliken charge.
CARTESIAN COORDINATES (ANGSTROEM)
1 C 3.6721 -0.0615 -0.5398  -0.966
2 N 2.2278 0.2079 -0.4991  -0.129
3 C 1.3254 -0.3649 0.2589  0.117
4 N 1.5610 -1.3407 1.0681  -0.335
5 C -0.2029 0.4576 0.3068  1.593
6 C -0.0423 1.7647 1.0806  -1.334
7 C -0.7956 0.7392 -1.1697  -1.316
8 C -1.9418 -0.2893 -1.2936  -0.212
9 C -3.0386 0.2602 -0.4483  -0.857
10 C -2.6100 0.0819 0.8171  -0.768
11 C -1.2897 -0.5932 0.8442  -0.726
12 C -1.5523 -1.5238 -0.3936  -0.750
13 H 3.9797 -0.0885 -1.6292  0.321
14 H 4.1540 0.6782 0.0606  0.323
15 H 3.7591 -1.0969 -0.1586  0.346
16 H 1.8314 0.6831 -1.3498  0.296
17 H 0.8723 -1.8813 1.6948  0.272
18 H 2.5466 -1.6170 1.2980  0.183
19 H -0.6771 1.8354 1.9092  0.396
20 H -0.3338 2.5847 0.4913  0.315
21 H 1.0505 1.8353 1.4324  0.295
22 H -0.0744 0.6579 -1.9777  0.413
23 H -1.1769 1.6915 -1.3095  0.393
24 H -2.0541 -0.3985 -2.3276  0.574
25 H -4.0143 0.5664 -0.7461  0.529
26 H -3.0596 0.2349 1.7632  0.548
27 H -1.1715 -0.9796 1.8292  0.727
28 H -2.3427 -2.1417 -0.2360  0.509
29 H -0.6026 -1.9018 -0.7758  0.242

The SMILES is CNC(=[NH2+])[C@@]1(C)C[C@@H]2C=C[C@H]1C2. The calculation puts the LUMO energy at -0.10298 Ha. Its total charge is +1. As for the gap between HOMO and LUMO: 9.47 eV.

---

#two
Density functional theory data (ωB97M-V/def2-TZVPD) for the ion C10H17N2 with charge +1.

Each line ends with the Mulliken charge.
CARTESIAN COORDINATES (ANGSTROEM)
1 C -0.3483 2.4747 -1.6999  0.009
2 N -0.1428 1.2386 -1.4904  0.350
3 C -0.9732 0.1774 -1.9631  -1.060
4 C 0.7006 0.7580 -0.4539  -1.671
5 C 1.5374 -0.5061 -0.8175  0.365
6 C 2.4621 -0.4370 0.4039  -1.175
7 C 1.3503 -0.2465 1.5604  -0.772
8 C 0.0747 -0.0073 0.7322  1.811
9 C -1.1342 0.5962 1.4170  -1.819
10 C -0.1744 -1.4313 0.1769  -0.028
11 C -1.2971 -2.3210 0.5439  -1.306
12 N 0.7132 -1.6548 -0.6870  -0.600
13 H -1.0513 2.8044 -2.5054  0.272
14 H 0.3138 3.1196 -1.1900  0.305
15 H -1.3556 -0.5504 -1.2672  0.337
16 H -0.4508 -0.3399 -2.6618  0.441
17 H -1.8310 0.5157 -2.6007  0.427
18 H 1.2374 1.4653 -0.0168  0.902
19 H 2.1942 -0.6371 -1.7252  0.444
20 H 2.8952 -1.3559 0.7589  0.396
21 H 3.2728 0.2522 0.3455  0.430
22 H 1.1787 -0.9431 2.4382  0.389
23 H 1.7633 0.6813 2.1382  0.343
24 H -1.1174 0.5529 2.5713  0.349
25 H -2.0516 0.3413 0.9521  0.410
26 H -0.9897 1.7321 1.2639  0.390
27 H -1.6232 -2.0312 1.6260  0.290
28 H -1.0530 -3.2975 0.4162  0.507
29 H -2.2407 -2.2059 -0.0818  0.260

The SMILES is C=[N+](C)[C@@H]1[C@H]2CC[C@]1(C)C(C)=N2. The calculation puts the LUMO energy at -0.17683 Ha. Its total charge is +1. As for the gap between HOMO and LUMO: 8.18 eV.

---

Which of them is the least stable? Correct choice: #two.